Record 1
{"formula": "C6H12O", "method": "wB97M-V/def2-TZVPD", "symbols": ["C", "O", "C", "C", "C", "C", "C", "H", "H", "H", "H", "H", "H", "H", "H", "H", "H", "H", "H"], "positions_angstrom": [[-1.360, -0.404, 2.285], [-0.768, -0.820, 1.136], [0.448, -0.364, 0.872], [1.095, -1.137, -0.209], [1.537, 0.012, -1.111], [0.410, 0.991, -0.773], [-0.889, 0.780, -1.510], [-1.575, 0.657, 2.132], [-0.589, -0.413, 3.057], [-2.242, -0.905, 2.643], [0.592, 0.773, 0.860], [1.889, -1.792, 0.152], [0.332, -1.752, -0.702], [1.616, -0.252, -2.174], [2.509, 0.411, -0.798], [0.695, 2.050, -0.713], [-0.754, 0.908, -2.596], [-1.285, -0.234, -1.357], [-1.663, 1.490, -1.196]], "mulliken_charge": [-0.74, -0.22, -0.30, -0.60, -0.60, -0.21, -1.22, 0.31, 0.32, 0.25, 0.39, 0.34, 0.28, 0.32, 0.27, 0.46, 0.36, 0.28, 0.30], "homo_lumo_gap_ev": 8.23, "relative_energy_kj_mol": 438.2, "e_homo_ev": -7.162}



Record 2
{"formula": "C6H12O", "method": "wB97M-V/def2-TZVPD", "symbols": ["C", "C", "C", "C", "C", "C", "O", "H", "H", "H", "H", "H", "H", "H", "H", "H", "H", "H", "H"], "positions_angstrom": [[2.547, -0.206, 0.353], [1.366, 0.205, -0.523], [0.120, 0.464, 0.302], [-1.107, 1.005, -0.476], [-2.173, 0.092, 0.114], [-1.421, -1.224, 0.087], [-0.286, -0.816, 0.864], [2.837, 0.611, 1.026], [2.279, -1.069, 0.972], [3.419, -0.469, -0.254], [1.610, 1.092, -1.121], [1.120, -0.604, -1.224], [0.354, 1.159, 1.123], [-1.304, 2.068, -0.305], [-0.973, 0.860, -1.559], [-3.209, 0.181, -0.215], [-2.131, 0.254, 1.194], [-1.972, -2.050, 0.550], [-1.076, -1.553, -0.907]], "mulliken_charge": [-1.23, -0.33, -0.03, -0.74, -0.55, -0.37, -0.45, 0.31, 0.29, 0.37, 0.33, 0.22, 0.39, 0.33, 0.30, 0.41, 0.24, 0.31, 0.22], "homo_lumo_gap_ev": 10.81, "smiles": "CC[C@H]1CCCO1", "relative_energy_kj_mol": 80.2, "e_homo_ev": -9.636}



Record 3
{"formula": "C6H12O", "method": "wB97M-V/def2-TZVPD", "symbols": ["C", "C", "O", "C", "C", "C", "C", "H", "H", "H", "H", "H", "H", "H", "H", "H", "H", "H", "H"], "positions_angstrom": [[2.599, 0.757, 0.154], [2.066, -0.672, 0.074], [0.985, -0.478, -0.915], [-0.404, -0.769, -0.907], [-1.233, -0.401, 0.306], [-2.689, -0.042, 0.113], [-1.706, 1.007, 0.545], [3.525, 0.948, -0.399], [1.747, 1.147, -0.414], [2.639, 1.216, 1.146], [1.757, -1.066, 1.053], [2.784, -1.378, -0.369], [-0.810, -0.198, -1.763], [-0.557, -1.828, -1.149], [-1.016, -0.990, 1.194], [-3.081, 0.018, -0.900], [-3.414, -0.404, 0.839], [-1.434, 1.771, -0.179], [-1.758, 1.362, 1.570]], "mulliken_charge": [-0.84, -0.20, -0.39, -0.76, 0.18, -0.65, -0.56, 0.27, 0.25, 0.27, 0.24, 0.29, 0.26, 0.27, 0.38, 0.23, 0.25, 0.23, 0.26], "homo_lumo_gap_ev": 10.62, "smiles": "CCOCC1CC1", "relative_energy_kj_mol": 242.4, "e_homo_ev": -9.464}



Record 4
{"formula": "C6H12O", "method": "wB97M-V/def2-TZVPD", "symbols": ["C", "C", "O", "C", "C", "C", "C", "H", "H", "H", "H", "H", "H", "H", "H", "H", "H", "H", "H"], "positions_angstrom": [[-1.347, -0.611, -1.554], [-0.891, -0.647, 0.389], [-1.366, -1.724, 1.060], [0.580, -0.587, 0.035], [0.455, 0.121, -1.262], [1.481, 0.184, 0.856], [1.250, 1.583, 1.349], [-1.303, -0.058, -2.512], [-2.395, -0.441, -1.254], [-1.247, -1.670, -1.804], [-1.318, 0.308, 0.719], [-2.125, -1.486, 1.607], [0.936, -1.613, -0.111], [0.247, 1.188, -1.196], [1.106, -0.146, -2.095], [2.339, -0.322, 1.295], [0.441, 2.105, 0.821], [2.156, 2.194, 1.233], [1.002, 1.621, 2.422]], "mulliken_charge": [-1.06, -0.32, -0.51, 0.27, -0.87, -0.53, -1.19, 0.38, 0.32, 0.30, 0.42, 0.38, 0.37, 0.33, 0.38, 0.39, 0.30, 0.34, 0.30], "homo_lumo_gap_ev": [6.89, 7.70], "relative_energy_kj_mol": 621.5, "e_homo_ev": [-6.172, -7.021]}



Record 5
{"formula": "C6H12O12S3Ti", "method": "wB97M-V/def2-TZVPD", "symbols": ["Ti", "C", "C", "O", "S", "O", "O", "O", "H", "H", "H", "H", "C", "C", "O", "S", "O", "O", "O", "H", "H", "H", "H", "C", "C", "O", "S", "O", "O", "O", "H", "H", "H", "H"], "positions_angstrom": [[6.985, 15.177, 14.401], [4.245, 18.145, 10.738], [3.466, 17.880, 11.961], [3.252, 16.497, 11.786], [4.642, 15.724, 11.474], [4.356, 14.465, 10.741], [5.359, 15.770, 12.731], [5.042, 17.003, 10.490], [4.674, 19.139, 10.861], [3.542, 18.266, 9.914], [2.506, 18.395, 11.922], [3.913, 18.000, 12.948], [8.439, 12.958, 9.414], [7.935, 14.342, 9.033], [7.362, 14.815, 10.294], [8.271, 14.267, 11.580], [7.423, 13.654, 12.617], [9.178, 15.322, 11.989], [9.056, 13.083, 10.662], [9.117, 12.455, 8.725], [7.619, 12.254, 9.555], [7.131, 14.234, 8.306], [8.745, 15.003, 8.723], [5.454, 15.424, 18.331], [4.864, 14.925, 17.048], [5.514, 15.590, 15.945], [5.722, 17.229, 16.389], [4.483, 17.954, 16.017], [6.970, 17.663, 15.783], [5.790, 16.866, 18.049], [6.416, 14.983, 18.592], [4.818, 15.111, 19.159], [3.821, 15.225, 16.952], [4.772, 13.853, 16.876]], "mulliken_charge": [0.43, -0.24, -0.42, -0.38, 1.10, -0.54, -0.30, -0.32, 0.34, 0.31, 0.27, 0.22, -0.44, -0.27, -0.21, 1.15, -0.54, -0.57, -0.33, 0.34, 0.29, 0.33, 0.26, -0.45, -0.47, -0.11, 0.55, -0.50, -0.59, -0.23, 0.24, 0.34, 0.30, 0.40], "homo_lumo_gap_ev": [3.39, 9.18], "multiplicity": 5, "e_homo_ev": [-3.361, -9.338]}



Record 6
{"formula": "C6H12O2", "method": "wB97M-V/def2-TZVPD", "symbols": ["C", "C", "O", "C", "C", "C", "O", "C", "H", "H", "H", "H", "H", "H", "H", "H", "H", "H", "H", "H"], "positions_angstrom": [[0.269, 1.837, 0.760], [-0.082, 0.572, 0.791], [-1.659, 0.294, 1.226], [-2.675, 0.277, 0.246], [0.014, -0.774, 0.296], [-0.143, -1.085, -1.170], [1.625, -0.785, 0.782], [2.654, -0.305, -0.047], [1.281, 2.148, 0.539], [-0.431, 2.608, 1.059], [-2.351, 0.728, -0.703], [-3.015, -0.750, 0.063], [-3.531, 0.851, 0.619], [-0.346, -1.570, 0.940], [0.593, -1.833, -1.472], [-1.116, -1.548, -1.351], [-0.023, -0.204, -1.801], [2.661, 0.791, -0.102], [3.626, -0.551, 0.395], [2.649, -0.700, -1.070]], "mulliken_charge": [-0.82, 0.39, -0.50, -0.66, 0.79, -1.50, -0.47, -0.55, 0.20, 0.29, 0.30, 0.23, 0.24, 0.21, 0.46, 0.40, 0.32, 0.16, 0.26, 0.24], "homo_lumo_gap_ev": 9.91, "smiles": "C=C(OC)[C@@H](C)OC", "relative_energy_kj_mol": 511.0, "e_homo_ev": -9.013}



Record 7
{"formula": "C6H12O2", "method": "wB97M-V/def2-TZVPD", "symbols": ["C", "C", "C", "O", "H", "H", "H", "H", "H", "H", "C", "C", "C", "O", "H", "H", "H", "H", "H", "H"], "positions_angstrom": [[1.271, 1.609, 1.756], [1.515, 2.039, 0.341], [1.252, 1.264, -0.699], [1.643, 1.573, -1.975], [0.521, 2.227, 2.251], [0.985, 0.558, 1.801], [2.206, 1.689, 2.317], [1.781, 3.076, 0.166], [0.840, 0.270, -0.574], [1.322, 0.887, -2.567], [-1.559, -2.450, 1.811], [-1.418, -2.233, 0.339], [-1.290, -1.019, -0.171], [-1.292, -0.751, -1.517], [-0.983, -3.309, 2.163], [-1.168, -1.620, 2.405], [-2.598, -2.612, 2.107], [-1.477, -3.087, -0.325], [-1.284, -0.162, 0.498], [-1.553, 0.166, -1.644]], "mulliken_charge": [-1.01, -0.10, -0.18, -0.53, 0.27, 0.24, 0.34, 0.34, 0.28, 0.34, -1.11, -0.04, -0.33, -0.55, 0.32, 0.29, 0.28, 0.36, 0.38, 0.38], "homo_lumo_gap_ev": 9.34, "smiles": "C/C=C/O.C/C=C/O", "relative_energy_kj_mol": 236.8, "e_homo_ev": -8.638}



Record 8
{"formula": "C6H12O2", "method": "wB97M-V/def2-TZVPD", "symbols": ["C", "C", "C", "C", "C", "C", "H", "H", "H", "H", "H", "H", "H", "H", "H", "H", "H", "H", "O", "O"], "positions_angstrom": [[-1.750, 1.062, 0.206], [-1.878, -0.337, -0.165], [-0.812, -1.282, 0.300], [1.541, -0.849, 0.330], [1.778, 0.487, -0.155], [-0.247, 1.091, -0.248], [-1.778, 0.852, 1.533], [-2.829, 1.688, -0.283], [-1.901, -0.449, -1.195], [-2.931, -1.114, 0.042], [-0.671, -0.978, 1.234], [-1.129, -2.180, -0.227], [1.233, -0.756, 1.390], [2.365, -1.461, 0.424], [1.789, 0.050, -1.161], [2.875, 0.732, 0.119], [-0.151, 0.689, -1.302], [0.010, 0.303, 0.279], [0.487, -1.483, -0.411], [0.930, 1.681, 0.103]], "mulliken_charge": [-0.30, -0.68, -1.12, -0.71, -0.40, 0.36, 0.17, 0.25, 0.53, 0.26, 0.63, 0.38, 0.30, 0.55, 0.33, 0.36, 0.37, -0.41, -0.41, -0.46], "homo_lumo_gap_ev": 10.73, "relative_energy_kj_mol": 970.5, "e_homo_ev": -9.745}



Record 9
{"formula": "C6H12O3", "method": "wB97M-V/def2-TZVPD", "symbols": ["C", "C", "C", "C", "C", "C", "O", "O", "O", "H", "H", "H", "H", "H", "H", "H", "H", "H", "H", "H", "H"], "positions_angstrom": [[-0.025, 0.870, 0.288], [-0.095, -0.292, -0.633], [0.947, -1.362, -0.637], [-1.028, -1.303, -0.139], [0.247, 2.231, -0.251], [1.823, -1.719, 0.524], [-2.017, 0.570, 0.548], [-2.594, 1.128, -0.667], [0.368, 0.608, 1.540], [-3.404, 0.600, -0.728], [0.400, 1.427, 2.055], [-0.363, 0.063, -1.625], [1.329, -1.641, -1.612], [-1.679, -1.802, -0.842], [-1.001, -1.647, 0.885], [0.607, 2.198, -1.281], [0.981, 2.788, 0.339], [-0.705, 2.775, -0.263], [1.278, -1.761, 1.469], [2.665, -1.024, 0.665], [2.265, -2.708, 0.365]], "mulliken_charge": [0.82, 0.04, -0.52, -0.68, -1.52, -1.19, -0.45, -0.38, -0.39, 0.30, 0.39, 0.57, 0.41, 0.30, 0.24, 0.32, 0.44, 0.38, 0.28, 0.25, 0.38], "homo_lumo_gap_ev": 7.64, "relative_energy_kj_mol": 777.4, "e_homo_ev": -7.034}



Record 10
{"formula": "C6H12O4", "method": "wB97M-V/def2-TZVPD", "symbols": ["C", "C", "O", "C", "O", "C", "C", "C", "O", "O", "H", "H", "H", "H", "H", "H", "H", "H", "H", "H", "H", "H"], "positions_angstrom": [[-1.078, -0.925, -1.973], [-0.318, -0.467, -0.733], [1.058, -0.864, -0.835], [-0.941, -1.112, 0.511], [-0.349, -0.720, 1.734], [-0.346, 1.071, -0.602], [0.734, 1.666, 0.310], [0.699, 1.203, 1.753], [0.221, 1.873, 2.644], [1.904, 0.206, 2.226], [-2.109, -0.548, -1.950], [-0.587, -0.535, -2.874], [-1.116, -2.023, -2.032], [1.114, -1.819, -0.945], [-1.994, -0.803, 0.569], [-0.909, -2.208, 0.407], [0.770, -1.056, 1.968], [-0.216, 1.511, -1.599], [-1.334, 1.366, -0.222], [1.729, 1.414, -0.085], [0.644, 2.757, 0.307], [2.423, 0.014, 1.419]], "mulliken_charge": [-1.85, 1.50, -0.59, -1.01, -0.58, -1.00, -0.72, 0.80, -0.56, -0.70, 0.35, 0.42, 0.45, 0.40, 0.39, 0.39, 0.47, 0.39, 0.39, 0.35, 0.37, 0.35], "homo_lumo_gap_ev": 10.40, "smiles": "C[C@](O)(CO)CCC(=O)O", "relative_energy_kj_mol": 217.3, "e_homo_ev": -9.950}



Record 11
{"formula": "C6H12O5", "method": "wB97M-V/def2-TZVPD", "symbols": ["C", "C", "C", "C", "C", "C", "H", "H", "H", "H", "H", "H", "H", "H", "H", "H", "H", "H", "O", "O", "O", "O", "O"], "positions_angstrom": [[2.755, 0.361, -0.015], [1.424, -0.038, 0.650], [-0.558, -1.595, 0.031], [-1.550, -0.520, -0.282], [-0.802, 0.974, -0.314], [0.180, 1.008, 0.796], [3.674, -0.455, 0.489], [3.152, 1.435, 0.229], [2.561, 0.184, -1.315], [1.890, -0.486, 1.698], [-0.773, -2.251, -0.715], [-0.482, -2.878, 1.612], [-2.124, -0.491, 0.678], [-1.712, -0.524, -2.271], [-1.573, 1.859, -0.319], [-0.225, 2.245, -1.829], [-0.402, 0.378, 1.540], [0.144, 2.860, 2.368], [0.863, -1.217, -0.125], [-0.632, -1.814, 1.369], [-2.331, -0.829, -1.472], [-0.013, 1.087, -1.593], [0.509, 2.395, 0.901]], "mulliken_charge": [-1.09, 0.32, -0.17, -0.36, -0.25, 0.22, 0.26, 0.29, 0.20, 0.24, 0.54, 0.35, 0.39, 0.41, 0.43, 0.41, 0.40, 0.35, -0.41, -0.54, -0.61, -0.63, -0.74], "homo_lumo_gap_ev": 8.28, "relative_energy_kj_mol": 867.6, "e_homo_ev": -9.427}



Record 12
{"formula": "C6H12OP", "method": "wB97M-V/def2-TZVPD", "symbols": ["C", "C", "C", "C", "C", "C", "O", "P", "H", "H", "H", "H", "H", "H", "H", "H", "H", "H", "H", "H"], "positions_angstrom": [[-0.043, -1.796, -1.679], [-0.982, -2.223, -0.816], [0.911, -0.874, -1.065], [-1.024, -1.621, 0.561], [2.109, 0.691, 1.576], [-2.018, 1.839, -0.417], [0.860, 0.078, 1.559], [-0.088, -0.013, 0.212], [-0.287, -1.890, -2.744], [-1.691, -3.007, -1.108], [1.686, -1.463, -0.461], [1.689, -0.357, -1.703], [-2.011, -1.531, 0.952], [-0.294, -2.180, 1.127], [2.672, 0.116, 2.277], [2.164, 1.786, 1.839], [2.673, 0.601, 0.541], [-2.006, 1.384, -1.394], [-1.822, 2.964, -0.339], [-2.551, 1.552, 0.463]], "mulliken_charge": [-0.67, -0.23, -0.43, -0.57, -0.62, -0.66, -0.34, 0.43, 0.34, 0.38, 0.34, 0.46, 0.45, 0.29, 0.27, 0.27, 0.27, 0.38, 0.29, 0.36], "homo_lumo_gap_ev": [7.28, 7.28], "relative_energy_kj_mol": 246.8, "charge": 1, "e_homo_ev": [-13.143, -13.143]}